Record 1
Computed, not measured: C20H18F5N3O2 in the gas phase, with ωB97M-V/def2-TZVPD.

Positions of all 48 atoms, in Å:
O: 0.00 3.93 0.82
C: -0.37 3.22 -0.09
N: 0.47 2.48 -0.89
C: 1.85 2.32 -0.78
C: 2.61 3.03 0.14
C: 3.97 2.85 0.23
C: 4.62 1.95 -0.60
C: 3.89 1.23 -1.53
C: 2.51 1.40 -1.62
C: 1.75 0.59 -2.62
F: 2.52 -0.20 -3.37
F: 1.04 1.35 -3.49
F: 0.83 -0.22 -2.05
H: 4.38 0.52 -2.18
H: 5.69 1.81 -0.54
H: 4.54 3.42 0.95
H: 2.11 3.73 0.79
H: 0.01 1.97 -1.63
C: -1.85 2.99 -0.41
N: -2.39 1.78 0.18
C: -2.24 1.74 1.63
C: -3.05 0.57 2.19
N: -2.60 -0.65 1.56
C: -1.78 -1.48 2.23
O: -1.55 -1.40 3.42
C: -1.14 -2.58 1.41
C: 0.13 -2.41 0.86
C: 0.79 -3.43 0.20
C: 0.18 -4.66 0.08
C: -1.08 -4.88 0.62
C: -1.71 -3.84 1.28
F: -2.94 -4.04 1.78
H: -1.57 -5.83 0.54
H: 0.69 -5.47 -0.43
H: 1.77 -3.24 -0.22
F: 0.72 -1.20 0.96
C: -2.74 -0.61 0.13
H: -2.42 -1.55 -0.32
C: -1.91 0.55 -0.42
H: -2.05 0.61 -1.50
H: -0.86 0.35 -0.20
H: -3.80 -0.45 -0.10
H: -2.90 0.48 3.26
H: -4.11 0.71 1.97
H: -2.60 2.68 2.04
H: -1.18 1.62 1.93
H: -2.01 2.95 -1.49
H: -2.40 3.84 -0.01

Values from the calculation:
E_HOMO in eV: -8.87
LUMO in Eh: 0.023
HOMO-LUMO gap in hartree: 0.34938
Total charge: 0


Record 2
Computed, not measured: 9 unconnected molecules or ions with the total composition C26H54O18 in a non-equilibrium geometry, with ωB97M-V/def2-TZVPD.

Positions of all 98 atoms, in Å:
C: -11.45 -20.67 -2.53
C: -10.12 -20.61 -2.14
C: -9.56 -19.36 -1.90
C: -10.25 -18.19 -2.09
C: -11.61 -18.30 -2.52
C: -12.16 -19.56 -2.74
O: -13.50 -19.68 -3.04
O: -8.23 -19.36 -1.60
H: -11.89 -21.60 -2.80
H: -9.39 -21.47 -2.05
H: -9.96 -17.15 -1.93
H: -12.15 -17.41 -2.60
H: -13.87 -18.83 -3.38
H: -7.81 -18.60 -2.05
C: -12.53 -16.01 -5.37
C: -11.71 -15.28 -6.26
C: -11.75 -13.91 -6.19
C: -12.61 -13.24 -5.32
C: -13.45 -14.00 -4.52
C: -13.41 -15.40 -4.55
O: -14.14 -16.15 -3.69
O: -10.87 -13.15 -6.96
H: -12.55 -17.05 -5.48
H: -11.01 -15.65 -7.01
H: -12.44 -12.16 -5.29
H: -14.13 -13.41 -3.90
H: -14.35 -15.50 -2.96
H: -11.44 -12.66 -7.59
C: -13.83 -14.55 -0.07
C: -12.43 -15.16 0.19
O: -11.57 -13.97 0.15
O: -14.06 -14.24 -1.47
H: -13.89 -13.63 0.46
H: -14.64 -15.16 0.40
H: -12.13 -15.90 -0.55
H: -12.34 -15.56 1.15
H: -10.76 -14.22 -0.28
H: -13.59 -13.47 -1.72
C: -13.14 -13.80 -9.93
C: -12.85 -12.33 -9.76
O: -12.78 -11.95 -8.35
O: -14.31 -14.07 -9.09
H: -12.32 -14.48 -9.59
H: -13.34 -14.04 -11.00
H: -13.65 -11.76 -10.29
H: -11.85 -12.04 -10.20
H: -13.65 -11.97 -7.95
H: -14.19 -14.97 -8.81
C: -6.86 -15.83 -2.97
C: -7.97 -16.44 -3.85
O: -7.58 -17.82 -3.77
O: -6.82 -14.41 -2.80
H: -5.95 -16.33 -3.33
H: -6.94 -16.38 -2.03
H: -7.98 -16.15 -4.92
H: -9.00 -16.26 -3.43
H: -8.23 -18.35 -4.32
H: -6.74 -14.03 -3.66
C: -15.64 -18.44 -8.75
C: -15.17 -17.25 -7.89
O: -13.76 -16.88 -8.24
O: -15.42 -18.16 -10.10
H: -16.73 -18.58 -8.61
H: -15.16 -19.35 -8.41
H: -15.30 -17.59 -6.87
H: -15.76 -16.41 -8.09
H: -13.24 -16.71 -7.45
H: -14.63 -17.67 -10.19
C: -10.22 -13.27 -2.84
C: -10.79 -11.91 -2.37
O: -12.12 -12.04 -1.75
O: -9.62 -13.98 -1.75
H: -9.64 -13.08 -3.75
H: -11.11 -13.85 -3.15
H: -10.93 -11.17 -3.15
H: -10.06 -11.45 -1.67
H: -11.89 -12.62 -0.98
H: -8.74 -14.17 -2.00
C: -7.97 -12.14 -7.46
C: -8.83 -11.00 -7.98
O: -8.92 -9.87 -7.14
O: -8.27 -12.52 -6.13
H: -6.94 -11.96 -7.55
H: -8.12 -13.00 -8.18
H: -9.87 -11.32 -8.21
H: -8.52 -10.58 -8.93
H: -9.04 -10.03 -6.25
H: -9.18 -12.80 -6.12
C: -10.03 -19.26 -6.49
C: -8.68 -19.77 -7.09
O: -8.26 -20.88 -6.34
O: -9.72 -18.97 -5.16
H: -10.81 -20.05 -6.58
H: -10.43 -18.36 -6.97
H: -8.00 -18.99 -6.99
H: -8.67 -19.97 -8.18
H: -8.25 -20.67 -5.41
H: -10.49 -18.51 -4.72

Values from the calculation:
E_HOMO in eV: -8.38
LUMO in Eh: 0.010
HOMO-LUMO gap in hartree: 0.31834
Total charge: 0


Record 3
Computed, not measured: a molecular structure, C35H37Cl64NO4 in a non-equilibrium geometry, with ωB97M-V/def2-TZVPD.

Positions of all 141 atoms, in Å:
C: 3.20 3.84 -5.48
C: 2.16 3.26 -6.60
C: 1.83 1.69 -6.32
C: 0.34 1.33 -6.80
C: -0.09 -0.20 -6.44
C: -1.47 -0.62 -7.18
C: -2.56 -1.24 -6.13
C: -3.58 -0.04 -5.80
C: -4.56 0.03 -7.07
C: -4.85 1.50 -7.63
C: -6.42 1.91 -7.61
C: -6.94 2.42 -9.04
C: -6.46 3.92 -9.41
N: -6.20 4.80 -8.24
O: -2.78 1.11 -5.43
C: -2.48 0.90 -4.02
O: -1.65 1.55 -3.32
C: -3.43 -0.27 -3.40
C: -4.58 -0.15 -4.55
O: -4.98 1.26 -4.37
C: -6.29 1.35 -3.77
C: -6.69 2.93 -3.83
C: -6.22 3.75 -2.53
O: -8.08 3.11 -4.18
H: 2.73 4.63 -4.81
H: 4.08 4.30 -6.04
H: 3.63 2.98 -4.84
H: 1.23 3.92 -6.51
H: 2.68 3.39 -7.62
H: 2.00 1.46 -5.20
H: 2.63 1.10 -6.89
H: 0.25 1.52 -7.93
H: -0.39 2.01 -6.23
H: 0.71 -0.96 -6.76
H: -0.18 -0.22 -5.29
H: -1.27 -1.38 -8.02
H: -1.90 0.31 -7.71
H: -1.96 -1.62 -5.25
H: -3.05 -2.14 -6.66
H: -5.57 -0.47 -6.81
H: -4.11 -0.64 -7.90
H: -4.23 2.33 -7.13
H: -4.55 1.50 -8.75
H: -7.07 0.99 -7.35
H: -6.60 2.68 -6.78
H: -8.09 2.44 -9.00
H: -6.68 1.70 -9.90
H: -7.35 4.41 -9.97
H: -5.59 3.94 -10.18
H: -5.25 4.67 -7.85
H: -6.92 4.69 -7.51
H: -3.85 -0.12 -2.35
H: -2.99 -1.34 -3.40
H: -5.42 -0.93 -4.57
H: -6.23 1.03 -2.66
H: -7.01 0.69 -4.37
H: -6.08 3.35 -4.71
H: -5.94 4.84 -2.74
H: -5.25 3.24 -2.15
H: -7.01 3.69 -1.70
H: -8.18 2.61 -5.03
C: 2.80 2.51 -1.41
Cl: 3.05 4.16 -0.80
Cl: 3.04 1.34 -0.10
Cl: 1.15 2.36 -2.05
Cl: 3.97 2.18 -2.71
C: 5.50 4.84 2.35
Cl: 4.54 3.40 1.98
Cl: 4.42 6.22 2.64
Cl: 6.48 4.55 3.80
Cl: 6.57 5.21 0.98
C: 3.40 7.99 -3.70
Cl: 3.35 6.79 -2.39
Cl: 4.53 7.45 -4.96
Cl: 1.78 8.17 -4.41
Cl: 3.94 9.56 -3.05
C: 2.20 -0.95 3.28
Cl: 1.59 -1.76 1.83
Cl: 0.85 -0.58 4.38
Cl: 3.36 -2.02 4.11
Cl: 3.02 0.56 2.82
C: 3.40 -6.22 4.14
Cl: 2.31 -7.27 5.08
Cl: 2.47 -4.86 3.47
Cl: 4.68 -5.59 5.21
Cl: 4.13 -7.15 2.82
C: -2.00 0.19 7.67
Cl: -1.75 1.84 8.30
Cl: -1.77 -0.99 8.97
Cl: -3.65 0.05 7.03
Cl: -0.83 -0.12 6.36
C: 7.63 -8.85 1.47
Cl: 9.25 -9.16 0.80
Cl: 7.69 -8.94 3.24
Cl: 7.09 -7.23 0.97
Cl: 6.49 -10.06 0.85
C: 9.38 8.18 1.73
Cl: 8.31 7.14 2.68
Cl: 8.45 9.53 1.05
Cl: 10.67 8.82 2.78
Cl: 10.11 7.23 0.42
C: -1.11 -4.35 6.35
Cl: -2.07 -5.79 5.96
Cl: -2.19 -2.97 6.65
Cl: -0.13 -4.66 7.80
Cl: -0.03 -3.97 4.98
C: -2.30 -7.29 10.72
Cl: -1.55 -8.88 10.97
Cl: -2.42 -6.96 8.98
Cl: -3.93 -7.28 11.43
Cl: -1.31 -6.03 11.49
C: 1.00 1.12 11.39
Cl: -0.08 -0.19 11.91
Cl: 0.18 2.68 11.60
Cl: 2.48 1.09 12.37
Cl: 1.42 0.90 9.68
C: -7.99 -8.85 11.59
Cl: -8.96 -10.29 11.20
Cl: -9.08 -7.47 11.89
Cl: -7.02 -9.17 13.04
Cl: -6.92 -8.47 10.23
C: -6.27 1.20 10.28
Cl: -7.22 0.95 11.76
Cl: -7.18 2.23 9.15
Cl: -4.73 1.98 10.68
Cl: -5.95 -0.37 9.51
C: 5.11 -9.33 7.62
Cl: 4.14 -10.77 7.23
Cl: 4.03 -7.95 7.92
Cl: 6.08 -9.65 9.08
Cl: 6.19 -8.95 6.26
C: 14.09 10.83 2.72
Cl: 14.45 9.19 3.28
Cl: 13.20 11.70 3.99
Cl: 15.61 11.69 2.37
Cl: 13.10 10.76 1.25
C: 5.47 -11.59 -2.64
Cl: 4.87 -12.40 -4.10
Cl: 4.11 -11.21 -1.56
Cl: 6.62 -12.65 -1.80
Cl: 6.30 -10.08 -3.10

Values from the calculation:
E_HOMO in eV: -9.16
LUMO in Eh: -0.009
HOMO-LUMO gap in hartree: 0.32758
Total charge: 0


Record 4
Computed, not measured: a molecular structure, C17H18NOS2 in a non-equilibrium geometry, with ωB97M-V/def2-TZVPD.

Positions of all 39 atoms, in Å:
C: 0.51 -4.18 3.04
C: -0.77 -3.58 2.98
C: -1.07 -2.66 1.99
C: -0.12 -2.32 1.01
C: -0.58 -1.23 0.03
C: 0.36 -0.34 -0.68
N: 0.10 -0.40 -2.11
C: -1.13 -0.01 -2.55
C: -1.38 0.17 -3.89
C: -0.43 -0.17 -4.83
C: 0.77 -0.67 -4.39
C: 1.06 -0.80 -3.03
O: -1.80 -1.07 -0.10
C: 1.17 -2.89 1.09
C: 1.46 -3.85 2.08
H: 0.75 -4.93 3.83
H: -1.52 -3.85 3.77
H: -2.04 -2.16 2.02
H: 1.38 -0.57 -0.45
H: -1.88 0.13 -1.78
H: -2.35 0.58 -4.15
H: -0.67 -0.07 -5.91
H: 1.53 -0.97 -5.11
H: 2.00 -1.18 -2.63
H: 1.93 -2.56 0.36
H: 2.47 -4.27 2.12
C: 0.42 4.26 1.96
C: -0.43 3.18 2.52
S: 0.10 1.42 1.97
C: 0.01 1.45 0.25
S: 0.94 2.73 -0.42
C: 0.34 4.26 0.46
H: 0.06 5.21 2.34
H: 1.44 4.20 2.33
H: -0.34 3.11 3.61
H: -1.48 3.33 2.26
H: -1.04 1.28 -0.21
H: -0.69 4.40 0.17
H: 0.93 5.06 0.05

Values from the calculation:
E_HOMO in eV: -11.42
LUMO in Eh: -0.167
HOMO-LUMO gap in hartree: 0.25322
Total charge: +1
Energy above the lowest of the compared OMol25 structures with the same formula, charge and spin in kJ/mol: 199.5


Record 5
Computed, not measured: 2 unconnected molecules or ions with the total composition C14H33N6O in a non-equilibrium geometry, with ωB97M-V/def2-TZVPD.

Positions of all 54 atoms, in Å:
C: -0.31 0.89 0.12
C: -1.12 0.14 -0.94
C: -0.59 -1.24 -1.32
C: -0.80 -2.30 -0.21
C: 0.17 -2.36 0.97
C: 1.51 -3.07 0.70
C: 2.71 -2.18 0.99
N: 3.98 -2.81 0.63
C: 4.44 -2.46 -0.68
N: 5.04 -1.40 -1.05
N: 4.21 -3.47 -1.60
C: 0.87 -1.17 -1.87
N: 0.78 -2.01 -3.09
C: -0.44 -2.51 -3.18
N: -0.75 -3.65 -3.75
N: -1.39 -1.72 -2.52
H: -0.59 0.59 1.12
H: -0.50 1.95 0.05
H: 0.77 0.74 0.00
H: -2.14 0.01 -0.56
H: -1.20 0.74 -1.85
H: -0.87 -3.29 -0.66
H: -1.80 -2.09 0.17
H: -0.35 -2.92 1.74
H: 0.34 -1.37 1.39
H: 1.56 -3.39 -0.35
H: 1.60 -3.97 1.31
H: 2.58 -1.22 0.46
H: 2.74 -1.94 2.06
H: 4.69 -2.56 1.31
H: 5.19 -0.77 -0.27
H: 4.32 -3.19 -2.56
H: 3.47 -4.12 -1.38
H: 1.61 -1.60 -1.21
H: 1.18 -0.16 -2.12
H: 1.58 -2.57 -3.37
H: -1.71 -3.85 -3.98
H: -0.06 -4.36 -3.96
H: -1.56 -0.89 -3.09
C: -3.27 4.48 3.90
C: -1.99 4.16 3.14
O: -2.21 3.62 1.84
C: -2.91 4.47 0.94
C: -2.20 5.78 0.65
H: -3.93 3.62 3.91
H: -3.03 4.76 4.92
H: -3.81 5.32 3.45
H: -1.43 3.39 3.67
H: -1.35 5.05 3.08
H: -3.93 4.66 1.30
H: -3.00 3.88 0.03
H: -2.18 6.44 1.51
H: -2.73 6.31 -0.15
H: -1.18 5.60 0.33

Values from the calculation:
E_HOMO in eV: -11.56
LUMO in Eh: -0.117
HOMO-LUMO gap in hartree: 0.30785
Total charge: +1


Record 6
Computed, not measured: a molecular structure, C33H46B2F6N7O6RuS5 in a non-equilibrium geometry, with ωB97M-V/def2-TZVPD.

Positions of all 106 atoms, in Å:
Ru: 0.03 -0.16 0.48
C: 4.72 1.88 -3.88
C: 4.41 1.52 -2.42
C: 3.82 2.74 -1.72
C: 5.67 1.08 -1.69
N: 3.49 0.32 -2.48
C: 3.98 -0.83 -3.07
C: 2.95 -1.68 -3.21
N: 1.82 -1.07 -2.72
B: 0.43 -1.76 -2.96
N: 0.07 -2.86 -1.92
C: -0.81 -3.85 -2.30
C: -1.03 -4.63 -1.23
N: -0.28 -4.13 -0.18
C: 0.38 -3.04 -0.61
S: 1.48 -2.02 0.27
C: -0.30 -4.85 1.14
C: 0.50 -4.13 2.22
C: -1.76 -4.96 1.57
C: 0.31 -6.23 0.88
N: -0.67 -0.70 -3.19
C: -0.71 -0.04 -4.40
C: -1.68 0.88 -4.33
N: -2.27 0.77 -3.08
C: -1.62 -0.19 -2.39
S: -1.92 -0.73 -0.77
C: -3.33 1.72 -2.61
C: -4.09 2.22 -3.83
C: -2.61 2.88 -1.92
C: -4.31 1.04 -1.65
C: 2.16 0.15 -2.26
S: 1.06 1.25 -1.45
H: 5.38 2.74 -3.89
H: 3.80 2.14 -4.41
H: 5.21 1.06 -4.41
H: 4.59 3.51 -1.76
H: 3.59 2.57 -0.67
H: 2.93 3.13 -2.23
H: 6.35 1.93 -1.61
H: 6.21 0.29 -2.21
H: 5.44 0.74 -0.69
H: 5.01 -0.94 -3.35
H: 2.92 -2.67 -3.63
H: 0.56 -2.33 -4.01
H: -1.20 -3.91 -3.30
H: -1.64 -5.51 -1.13
H: 0.09 -3.14 2.44
H: 1.55 -4.05 1.98
H: 0.41 -4.74 3.12
H: -2.19 -3.97 1.70
H: -1.80 -5.48 2.53
H: -2.36 -5.53 0.87
H: 1.34 -6.14 0.53
H: -0.26 -6.81 0.16
H: 0.32 -6.78 1.82
H: -0.05 -0.29 -5.21
H: -2.03 1.58 -5.08
H: -3.49 2.86 -4.48
H: -4.93 2.81 -3.49
H: -4.49 1.38 -4.42
H: -1.91 3.37 -2.60
H: -2.07 2.53 -1.04
H: -3.34 3.62 -1.59
H: -4.68 0.10 -2.06
H: -5.16 1.72 -1.52
H: -3.88 0.86 -0.67
C: 6.41 1.79 5.36
C: 6.66 1.89 3.85
C: 7.42 0.64 3.41
C: 7.53 3.12 3.55
C: 5.32 2.03 3.12
C: 4.49 3.12 3.40
C: 3.27 3.32 2.78
C: 2.88 2.38 1.86
O: 1.74 2.32 1.09
B: 1.85 1.14 0.38
O: 3.07 0.52 0.59
C: 3.68 1.30 1.57
C: 4.90 1.09 2.18
H: 7.36 1.69 5.89
H: 5.79 0.92 5.60
H: 5.90 2.68 5.75
H: 8.37 0.59 3.95
H: 7.66 0.67 2.34
H: 6.86 -0.27 3.62
H: 8.49 3.03 4.06
H: 7.06 4.04 3.90
H: 7.72 3.22 2.48
H: 4.82 3.85 4.13
H: 2.64 4.17 3.02
H: 5.49 0.22 1.93
F: -1.27 2.30 4.91
C: -1.30 2.87 3.72
F: -2.39 3.62 3.61
F: -0.22 3.63 3.56
S: -1.31 1.58 2.41
O: -0.08 0.81 2.61
O: -1.35 2.29 1.15
N: -2.60 0.76 2.68
S: -2.47 -0.76 3.16
O: -1.59 -1.50 2.27
O: -2.34 -0.96 4.56
C: -4.17 -1.30 2.70
F: -5.07 -0.51 3.24
F: -4.31 -1.28 1.39
F: -4.33 -2.55 3.14

Values from the calculation:
E_HOMO (alpha / beta) in eV: -10.47 / -10.52
LUMO (alpha / beta) in Eh: -0.093 / -0.157
HOMO-LUMO gap (alpha / beta) in hartree: 0.29124 / 0.22931
Total charge: +1
Energy above the lowest of the compared OMol25 structures with the same formula, charge and spin in kJ/mol: 91.4
Spin multiplicity: 5